Here is a cluster of 2 separate species, C10H12N2OP in total in a non-equilibrium geometry from the Open Molecules 2025 dataset. Energies are from ωB97M-V/def2-TZVPD.

Last columns: bonded neighbours and bond lengths (Å).
Atoms and positions in Å:
1 C 4.3821 1.4479 0.1084  C2 1.419, C3 1.370, H15 1.120
2 C 3.8913 0.7763 1.2585  C1 1.419, C4 1.368, H16 1.107
3 C 3.9692 1.1057 -1.1528  C1 1.370, C5 1.362, H17 1.116
4 C 3.0084 -0.2548 1.0908  C2 1.368, C9 1.395, H18 1.036
5 C 3.0181 0.1460 -1.3203  C3 1.362, C9 1.418, H19 1.157
6 C -3.7377 0.0580 -0.8814  C7 1.315, N11 1.324, H20 1.117
7 C -2.6903 -0.5485 -1.3966  C6 1.315, N12 1.365, H21 1.087
8 C -2.4738 -0.7079 0.7054  N11 1.372, N12 1.309, H22 1.039
9 C 2.5832 -0.5953 -0.1930  C4 1.395, C5 1.418, O13 1.408
10 C -4.4750 0.6727 1.3337  N11 1.412, H23 1.177, H24 1.094, H25 1.120
11 N -3.6180 -0.0014 0.4358  C6 1.324, C8 1.372, C10 1.412
12 N -1.8896 -1.0554 -0.4135  C7 1.365, C8 1.309
13 O 1.6115 -1.6119 -0.2567  C9 1.408, P14 1.578
14 P 0.5097 -1.8780 -1.3551  O13 1.578, H26 1.385
15 H 5.2907 2.1024 0.0726  C1 1.120
16 H 4.0452 0.9811 2.3359  C2 1.107
17 H 4.5010 1.4370 -2.0767  C3 1.116
18 H 2.6623 -0.7262 1.9466  C4 1.036
19 H 2.7337 -0.1352 -2.4055  C5 1.157
20 H -4.5687 0.6219 -1.3715  C6 1.117
21 H -2.3095 -0.5077 -2.4133  C7 1.087
22 H -2.1194 -1.0529 1.6193  C8 1.039
23 H -3.8494 0.8850 2.3076  C10 1.177
24 H -4.9356 1.6447 1.1332  C10 1.094
25 H -5.4116 0.1144 1.5877  C10 1.120
26 H -0.1278 -2.9178 -0.6992  P14 1.385

For the total energy, the calculation gives -24872.136 eV. The multiplicity is 1. As for the HOMO energy: -12.58 eV. The total charge is +1. The calculation puts the gap between HOMO and LUMO at 7.03 eV.